{"formula": "C2HNO2", "method": "ωB97M-V/def2-TZVPD", "elements": ["C", "C", "H", "N", "O", "O"], "xyz": [[-0.51908, -0.11978, 0.02471], [0.99478, -0.09846, 0.03781], [-0.34525, 1.74299, 0.04145], [2.14522, -0.02958, -0.02594], [-1.03741, 1.07827, -0.01702], [-1.15328, -1.10658, -0.01235]], "lowdin_charge": [-0.560, -0.083, 0.126, 0.176, 0.161, 0.179], "energy_ha": -282.031055, "orbital_gap_ha": 0.4484, "molar_mass_g_mol": 71.03, "smiles": "N#CC(=O)O", "de_lowest_ev": 0.655, "e_homo_ev": -12.1, "charge": 0}

{"formula": "C2HNO2", "method": "ωB97M-V/def2-TZVPD", "elements": ["C", "C", "H", "N", "O", "O"], "xyz": [[-0.08485, -0.25083, -0.18978], [-0.59563, 0.53860, 0.91237], [1.35158, -0.50254, -1.26550], [-1.01725, 1.17403, 1.73756], [1.16264, 0.11434, -0.49527], [-0.81650, -1.07359, -0.69938]], "lowdin_charge": [-0.529, -0.113, 0.169, 0.204, 0.132, 0.137], "energy_ha": -282.032059, "orbital_gap_ha": 0.4414, "molar_mass_g_mol": 71.03, "smiles": "N#CC(=O)O", "de_lowest_ev": 0.627, "e_homo_ev": -12.1, "charge": 0}

{"formula": "C2HNO2S", "method": "ωB97M-V/def2-TZVPD", "elements": ["C", "C", "N", "O", "O", "S", "H"], "xyz": [[1.80699, 0.14469, 0.48285], [-1.23092, 0.50825, -0.47644], [2.74018, 0.40564, 1.05280], [-1.72923, 1.09461, 0.42544], [-0.29608, -1.58718, 0.20184], [0.48000, -0.57674, -0.48703], [-1.77093, 0.01073, -1.19946]], "lowdin_charge": [-0.408, -0.256, 0.112, 0.093, -0.514, 0.903, 0.069], "energy_ha": -680.105548, "orbital_gap_ha": 0.3392, "molar_mass_g_mol": 103.10, "de_lowest_ev": 4.204, "e_homo_ev": -9.9, "charge": 0}